Molecular formula: CHClI2
Method: DFT, ωB97M-V/def2-TZVPD

Structure (XYZ):
```
5
CHClI2 ωB97M-V/def2-TZVPD
C 0.0922 -0.0105 0.0439
Cl 0.5697 -0.2948 1.6852
I -1.4730 -1.3152 -0.6413
I -0.0730 2.0255 -0.4982
H 0.8840 -0.4050 -0.5896
```

orbital gap: 9.08 eV
ΔE to the lowest compared entry with this formula, charge and spin: 0.000 eV
E: -1094.260848 hartree